{"formula": "C18H13BF9IrN2O6S", "method": "ωB97M-V/def2-TZVPD", "relative_energy_kj_mol": 120.4, "total_energy_ev": -72952.116, "max_force_ev_per_a": 2.97, "lumo_energy_ev": -1.18, "symbols": ["Ir", "F", "C", "C", "F", "C", "F", "C", "S", "C", "F", "C", "F", "O", "C", "C", "C", "C", "C", "C", "C", "O", "N", "O", "O", "H", "H", "H", "H", "O", "C", "O", "C", "N", "C", "C", "C", "H", "H", "H", "H", "H", "H", "H", "H", "H", "F", "B", "F", "F", "F"], "coordinates": [[-0.29516, -0.72867, -0.43286], [-3.78195, 2.20920, 4.31909], [-3.47097, 1.32950, 3.36798], [-2.27159, 1.42252, 2.69718], [-1.40097, 2.39792, 2.98730], [-1.97011, 0.48892, 1.73636], [-0.73338, 0.55636, 1.12217], [-2.81254, -0.52777, 1.38104], [-2.38782, -1.67992, 0.15472], [-4.00737, -0.61880, 2.07839], [-4.85016, -1.61485, 1.80741], [-4.33346, 0.28806, 3.06757], [-5.46913, 0.15882, 3.74583], [0.04929, -1.95799, -2.01865], [0.77021, -2.96954, -2.04677], [1.31073, -3.68050, -0.95892], [2.08932, -4.82041, -1.22543], [2.60689, -5.55013, -0.20382], [2.34428, -5.19646, 1.13506], [1.58827, -4.09758, 1.41138], [1.07083, -3.27430, 0.37563], [0.40693, -2.23102, 0.71434], [3.43869, -6.71696, -0.49802], [3.58873, -7.02829, -1.66403], [3.93275, -7.30453, 0.44461], [1.00516, -3.36671, -3.03722], [2.28754, -5.12561, -2.24559], [2.75432, -5.80894, 1.92547], [1.35367, -3.80893, 2.42759], [2.13165, 1.12831, -2.35472], [1.37559, 1.64240, -1.56512], [0.83162, 1.10491, -0.50639], [1.00078, 3.12496, -1.74347], [-0.04083, 3.47770, -0.71199], [0.48485, 4.58895, 0.13245], [1.99530, 4.40401, 0.04316], [2.18894, 4.04502, -1.43699], [0.60664, 3.23950, -2.74712], [-0.13424, 2.60585, -0.17187], [-0.95374, 3.66145, -1.13892], [0.08299, 4.52416, 1.14048], [0.19105, 5.53783, -0.31296], [2.31631, 3.57719, 0.67953], [2.53692, 5.30172, 0.33272], [3.13001, 3.53908, -1.63847], [2.14614, 4.94548, -2.05141], [-2.00180, 2.82147, -2.46123], [-2.59600, 1.76997, -1.72203], [-1.60202, 0.68672, -1.66797], [-2.75359, 2.21829, -0.38979], [-3.74957, 1.31165, -2.27569]], "forces_ev_per_a": [[-2.5, -1.6, -0.2], [0.0, 0.0, 0.0], [-0.1, 0.0, 0.2], [0.5, 0.3, 0.0], [-0.1, 0.0, 0.0], [-0.3, -0.1, 0.4], [-0.2, 0.6, 1.0], [0.3, -0.3, -0.2], [0.7, -0.6, -0.9], [-0.2, 0.0, 0.1], [0.0, 0.0, 0.0], [-0.1, -0.1, 0.0], [0.0, 0.0, 0.0], [0.0, 1.0, -0.1], [0.0, -0.1, -0.1], [0.2, 0.1, 0.1], [0.1, -0.1, -0.3], [0.0, 0.0, 0.1], [0.0, 0.0, 0.0], [-0.1, 0.0, 0.3], [0.0, 0.0, 0.0], [0.4, 1.1, 0.5], [0.0, -0.1, 0.0], [0.0, 0.1, 0.1], [0.0, 0.0, 0.0], [-0.2, 0.1, -0.1], [0.0, 0.0, 0.0], [0.0, 0.0, 0.0], [0.1, 0.0, 0.0], [-0.1, -0.1, -0.1], [0.0, -0.2, 0.4], [1.1, -0.1, -1.0], [0.3, -0.1, 0.1], [0.0, 0.3, -0.2], [0.3, 0.1, 0.2], [-0.1, 0.0, -0.3], [0.0, 0.1, 0.2], [-0.2, 0.1, 0.0], [-0.1, -0.1, 0.1], [0.0, -0.1, -0.1], [-0.1, -0.1, 0.0], [-0.1, 0.0, 0.0], [0.0, 0.0, 0.0], [0.0, 0.0, 0.0], [0.0, 0.0, 0.0], [0.0, 0.0, 0.0], [-0.1, -0.2, 0.0], [-0.2, 0.2, 0.3], [0.6, -0.3, 0.0], [0.1, -0.1, -0.2], [0.2, 0.0, 0.1]], "nbo_charge": [1.328, -0.280, 0.254, 0.325, -0.299, 0.283, -0.285, -0.281, 0.003, 0.333, -0.284, 0.292, -0.278, -0.531, 0.445, -0.342, -0.076, -0.057, -0.110, -0.303, 0.535, -0.631, 0.536, -0.380, -0.376, 0.176, 0.252, 0.254, 0.237, -0.614, 0.781, -0.850, -0.165, -0.541, -0.222, -0.420, -0.410, 0.262, 0.470, 0.476, 0.232, 0.212, 0.221, 0.235, 0.253, 0.215, -0.571, 1.365, -0.567, -0.579, -0.525]}